A molecular structure, C32H68ClNNbO10 at a distorted geometry, computed with ωB97M-V/def2-TZVPD.

```
113
Properties=species:S:1:pos:R:3
H -1.537 3.029 4.519
C -1.505 1.480 -5.437
H 3.322 -3.723 -2.919
H -5.414 5.609 -5.176
H 2.115 -1.187 -4.503
H -4.699 -10.216 -2.023
C -2.020 -4.875 0.455
C -6.150 -7.891 -2.792
H 2.689 -0.638 3.189
O -5.635 -7.720 -0.479
C 0.846 1.621 -6.474
O 5.971 -0.438 4.322
H 0.874 2.709 -6.390
H -2.629 -5.697 -1.425
Nb 2.135 1.917 2.078
C -0.799 -8.843 -3.112
C -3.347 5.420 -5.669
C 0.949 2.550 3.917
H -1.945 7.027 -5.905
H 4.385 -0.637 1.542
C -5.753 -8.439 -1.441
H -1.490 -6.723 1.401
H 4.253 10.806 4.497
H -1.105 7.137 7.518
C 4.055 9.837 4.043
H 0.056 0.531 3.962
H -0.927 -9.168 -2.081
H -1.294 5.416 -6.256
H -4.536 7.149 -5.225
H -1.211 -6.854 -5.107
H -3.671 -6.149 -0.050
C 3.019 9.098 4.859
H -0.481 4.539 7.720
H 0.117 1.137 0.634
H -0.131 -5.658 -4.365
H -5.365 -8.094 -3.524
H -6.292 -6.815 -2.717
C 2.852 -1.658 -2.549
H 3.690 9.988 3.026
H -0.371 -2.294 0.894
H -2.043 0.996 -4.625
C -3.090 -5.344 -0.502
C -0.075 1.508 4.395
H 0.484 1.342 -7.466
H 2.191 7.794 3.376
C -0.158 7.272 6.992
H 4.983 9.263 4.012
H 0.395 3.440 3.640
N 0.603 0.643 1.378
C 5.609 -0.757 3.268
Cl 0.054 1.314 6.227
H 0.538 -7.176 -4.992
C -0.524 -7.358 -3.138
H -0.294 -5.425 1.577
C 0.237 5.981 6.310
H -0.207 -1.462 2.413
C -1.478 2.015 4.143
O 0.358 0.274 -4.580
H -2.222 1.428 4.673
H -1.576 2.560 -5.307
H 0.037 -9.387 -3.554
O -1.982 -3.734 0.854
C 1.066 -0.659 0.826
H -5.232 -10.187 -0.332
H -2.381 6.197 -7.420
H -1.711 -9.064 -3.669
H -0.449 -6.266 0.023
H 3.543 0.545 4.212
H 2.139 -0.779 0.823
H 5.447 -2.465 2.427
H 1.853 1.231 -6.342
H 1.042 -2.566 1.917
H 1.874 7.311 5.044
H 1.485 3.401 1.182
C 0.445 4.775 7.192
C -0.996 -5.894 0.890
H 0.615 7.573 7.701
H 1.240 4.976 7.914
H 1.581 -3.336 -2.981
H 1.556 2.845 4.761
H 3.857 -1.570 -4.442
H 0.746 -0.711 -0.206
C 2.522 -3.134 -2.465
H -4.973 6.319 -6.741
O 2.965 -0.983 -1.556
H 3.255 -0.013 -3.837
H 3.470 3.057 2.647
H -3.757 -4.515 -0.731
O 6.179 -1.885 2.673
C 0.345 -1.816 1.551
H 4.992 0.893 2.066
C 3.283 0.279 3.193
O -3.251 4.353 -5.111
H 2.419 -3.421 -1.420
O 0.381 5.923 5.110
C -4.653 6.177 -5.707
C -2.165 6.060 -6.359
C -0.319 -6.722 -4.492
H 0.730 3.919 6.585
H 3.489 7.071 4.362
C -0.062 1.045 -5.411
O 2.538 9.595 5.856
C -5.509 -9.928 -1.351
H -1.964 1.194 -6.386
H 3.195 1.576 0.613
C 4.600 -0.044 2.424
H -0.274 8.057 6.248
H -7.083 -8.350 -3.123
H -6.416 -10.472 -1.621
H -1.692 1.992 3.081
C 2.617 7.729 4.379
C 3.029 -1.073 -3.928
O -0.472 -6.708 -2.121
```

Output
LUMO level (eV): 1.3512
Electronic energy (hartree): -2584.20056
Net charge: -1
E_HOMO (eV): -4.21

Here are the Löwdin charges for atoms 1 to 6, given in e:
1 H 0.061
2 C -0.020
3 H 0.077
4 H 0.081
5 H 0.054
6 H 0.079

***

A single C33H37N3O4 molecule, computed with ωB97M-V/def2-TZVPD.

```
77
Properties=species:S:1:pos:R:3
H -0.224 -2.002 0.915
C -2.234 4.434 -3.666
H -3.740 2.203 6.041
C -0.736 3.328 -5.212
H 2.437 -5.024 4.370
H 2.597 -2.999 2.942
C 2.966 -5.675 2.382
H 0.585 2.614 -1.330
H 2.545 -2.158 -3.245
H 0.978 -3.144 3.644
C -1.910 1.661 3.399
C 2.375 -5.657 0.976
O -2.870 2.155 4.248
H -2.830 4.437 3.114
C -1.924 1.054 -2.441
C 2.001 -5.026 3.369
H -3.822 4.732 1.667
H 1.076 -5.607 3.408
N 0.414 0.036 -0.778
C -1.857 2.155 2.083
H 1.079 -2.095 -2.253
C 2.062 -4.227 0.548
C -1.369 -0.336 -2.395
H -1.988 1.893 6.110
C -0.817 2.139 -4.526
H 1.810 0.837 0.508
H -0.122 3.394 -6.098
C -0.912 1.636 1.208
C 2.732 1.796 -3.796
H -0.621 -0.462 -3.176
O -1.402 -1.146 -0.143
H 3.908 -5.123 2.383
H 3.372 -0.189 -4.255
C -3.437 3.964 2.339
C -2.782 1.604 -1.531
H 1.458 -6.251 0.959
O -2.666 3.108 1.525
H -4.272 3.438 2.807
O 2.827 -1.302 1.178
H -1.342 5.379 -5.353
C -0.059 0.183 2.883
H -0.910 2.036 0.207
H -3.110 0.597 5.599
H 0.639 -0.566 3.222
H 3.328 2.246 -4.576
C 1.196 0.625 -1.815
C 1.685 -3.596 2.945
H 3.176 -6.703 2.685
H -0.271 1.269 -4.863
H 1.939 3.661 -3.098
H -2.163 -1.074 -2.529
C -2.914 1.674 5.568
H -3.234 1.149 -0.671
H 2.980 -3.638 0.530
C -0.987 0.692 3.773
H -3.585 3.537 -1.294
N -3.026 2.910 -1.846
C 0.982 0.119 0.571
H -0.992 0.309 4.780
C -1.613 2.080 -3.383
C 1.956 2.590 -2.970
C -2.321 3.236 -2.968
C -0.783 -0.542 -1.009
C 1.625 -1.221 0.999
N 0.747 -2.220 1.131
C 1.996 -0.185 -2.625
H 1.625 -4.219 -0.453
C 2.068 -1.664 -2.402
C 1.192 2.002 -1.979
H 0.149 -4.140 1.535
H 3.077 -6.105 0.270
C -1.433 4.463 -4.787
H -2.777 5.309 -3.340
C 2.752 0.424 -3.618
H 2.656 -1.866 -1.507
C 1.088 -3.576 1.534
C -0.026 0.635 1.574
```

Output
LUMO level (eV): 0.6645
Structure (SMILES): COc1ccc([C@@H](C(=O)NC2CCCCC2)N(C(=O)Cc2c[nH]c3ccccc23)c2ccccc2C)cc1OC
Electronic energy (hartree): -1744.98191
Energy relative to the best compared isomer or geometry (same formula, charge and spin) (kJ/mol): 0.00
E_HOMO (eV): -7.82

Here are the Löwdin charges for atoms 1 to 6, given in e:
1 H 0.110
2 C -0.024
3 H 0.095
4 C -0.101
5 H 0.108
6 H 0.115

***

A molecular structure, C9H19F4N3O9RbS4 at a distorted geometry, computed with ωB97M-V/def2-TZVPD.

```
49
Properties=species:S:1:pos:R:3
H 0.550 -2.183 2.936
C -2.387 -1.983 3.691
H 1.305 -1.027 1.890
H -3.577 -1.474 -0.166
H 0.198 1.173 1.272
H -2.490 0.151 3.438
C -2.086 -2.400 1.138
F 0.872 3.460 -5.266
O -0.431 3.801 -0.961
O -0.028 5.472 -4.472
N -1.277 -1.189 1.126
H -1.120 -0.340 4.428
O 2.825 0.904 -3.514
F 7.273 1.941 -4.367
O 1.691 4.281 -3.130
N 5.386 0.623 -3.967
O -0.472 -1.099 -0.015
Rb 0.296 0.800 -2.060
N -0.563 3.174 -3.540
H -3.552 -3.319 2.435
C -0.760 -0.535 2.326
H -0.972 -4.017 0.192
C -0.564 0.954 2.023
H -0.346 -3.612 1.793
H -1.842 -4.544 1.543
C -1.714 -0.607 3.557
O 5.474 3.119 -3.360
H 1.013 -0.702 3.647
C 0.605 -1.110 2.723
S -1.191 3.930 -2.177
F -2.291 2.765 -1.900
H -3.595 -3.306 -0.090
H -1.647 -2.744 3.961
S 0.475 4.266 -3.885
O -2.026 5.086 -2.385
H 0.132 -1.861 0.031
O 4.209 0.849 -1.455
O 6.842 1.461 -2.078
H -3.122 -2.078 4.490
S 4.077 0.571 -2.864
S 6.089 1.811 -3.253
C -1.254 -3.690 1.201
C -3.027 -2.371 2.341
H -2.511 -2.409 -1.089
H -3.746 -1.583 2.093
H -1.464 1.485 1.705
C -2.994 -2.394 -0.108
F 3.983 -1.012 -2.786
H -0.244 1.513 2.909
```

Output
LUMO level (eV): 1.4777
Electronic energy (hartree): -3212.08181
Energy relative to the best compared isomer or geometry (same formula, charge and spin) (kJ/mol): 144.84
Net charge: -1
E_HOMO (eV): -6.83

Here are the Löwdin charges for atoms 1 to 6, given in e:
1 H 0.066
2 C -0.162
3 H 0.087
4 H 0.091
5 H 0.075
6 H 0.118

***

2 unconnected molecules or ions with the total composition H4I2OSi2 at a distorted geometry, computed with ωB97M-V/def2-TZVPD.

```
9
Properties=species:S:1:pos:R:3
H 1.568 -1.747 -1.822
H 0.474 -0.073 -2.407
I -1.165 2.355 -0.040
H -0.338 0.445 2.372
Si -1.299 0.253 1.181
H -2.589 -0.229 1.468
I 2.866 0.399 0.235
O -0.698 -0.927 0.272
Si 1.182 -0.477 -1.260
```

Output
LUMO level (eV): -1.0774
Electronic energy (hartree): -1252.02520
Energy relative to the best compared isomer or geometry (same formula, charge and spin) (kJ/mol): 259.88
E_HOMO (eV): -9.48

Here are the Löwdin charges for atoms 1 to 6, given in e:
1 H -0.115
2 H -0.107
3 I 0.340
4 H -0.058
5 Si -0.123
6 H -0.082